1.
{"formula": "C25H50AlBrF9N2O6S", "method": "the ωB97M-V functional and the def2-TZVPD basis", "e_homo_ev": -5.54, "e_lumo_ev": 1.85, "charge": -1, "gap_ev": 7.39, "symbols": ["C", "C", "C", "C", "C", "Al", "C", "C", "C", "C", "Br", "S", "O", "O", "C", "F", "F", "C", "F", "F", "C", "F", "F", "C", "F", "F", "F", "H", "H", "H", "H", "H", "H", "H", "H", "H", "H", "H", "H", "H", "H", "H", "H", "H", "H", "H", "H", "C", "O", "C", "C", "N", "C", "C", "O", "C", "H", "H", "H", "H", "H", "H", "H", "H", "H", "H", "H", "H", "H", "H", "H", "C", "O", "C", "C", "N", "C", "C", "O", "C", "H", "H", "H", "H", "H", "H", "H", "H", "H", "H", "H", "H", "H", "H", "H"], "coordinates": [[7.060127, 0.690620, 1.379673], [5.629443, 0.896421, 0.561579], [5.503984, 2.342940, -0.199090], [4.142626, 2.548856, -1.087706], [3.008927, 1.378927, -0.912862], [1.866223, 1.675642, 0.813815], [2.932485, 2.976322, 2.028169], [0.039742, 2.397834, 0.219393], [-1.032702, 2.662854, 1.431070], [-0.445599, 3.586635, 2.666354], [-0.169841, 2.423683, 4.276351], [1.789577, -0.373689, 1.854092], [2.974426, -1.197444, 1.296385], [2.107059, -0.113258, 3.377508], [0.121762, -1.221714, 1.781988], [-0.832614, -0.596273, 0.791371], [-0.526678, -0.980032, 3.124920], [0.173862, -2.850796, 1.598570], [1.348081, -3.497384, 2.296270], [-1.033374, -3.384067, 2.334811], [0.008621, -3.376326, 0.047995], [0.174196, -4.876854, 0.110147], [-1.385442, -3.178837, -0.500520], [1.162087, -2.842396, -0.987253], [1.180509, -1.374770, -1.204004], [0.820296, -3.446118, -2.329773], [2.522503, -3.412714, -0.659597], [8.010608, 0.877726, 0.722931], [7.077497, 1.464072, 2.287082], [7.081471, -0.382469, 1.878419], [5.441037, 0.065007, -0.257094], [4.779947, 0.724469, 1.382162], [5.523561, 3.188332, 0.635705], [6.503199, 2.512959, -0.829412], [3.636251, 3.561115, -0.707497], [4.453990, 2.756874, -2.216545], [2.242216, 1.522210, -1.816694], [3.403131, 0.280934, -1.001743], [4.059721, 2.669215, 2.166231], [2.801192, 4.062715, 1.554448], [2.465901, 3.056591, 3.123961], [-0.435602, 1.581253, -0.509256], [0.183670, 3.366761, -0.463070], [-1.926570, 3.293501, 0.954729], [-1.513872, 1.680671, 1.869322], [-1.324487, 4.342252, 2.951738], [0.472205, 4.254062, 2.373234], [-0.350204, 3.164459, -6.454253], [0.703214, 4.085317, -6.705384], [0.294079, 5.455147, -6.586661], [0.940703, 6.105632, -5.353012], [0.375530, 5.571717, -4.110156], [1.125689, 5.955043, -2.909519], [2.582303, 5.458255, -2.795791], [2.702153, 4.042829, -2.639061], [2.681582, 3.310709, -3.856296], [-0.000858, 2.165597, -6.731711], [-0.608475, 3.150916, -5.392749], [-1.233315, 3.401342, -7.052876], [-0.799777, 5.560552, -6.570385], [0.662856, 5.967524, -7.480169], [0.774454, 7.187733, -5.388700], [2.017295, 5.921075, -5.408414], [0.357270, 4.554360, -4.163079], [0.567825, 5.556095, -2.054166], [1.109453, 7.046701, -2.813521], [2.998823, 5.892529, -1.879211], [3.219229, 5.818206, -3.611043], [3.129709, 3.865052, -4.687375], [1.658296, 3.016682, -4.097899], [3.254494, 2.391048, -3.709201], [-2.660190, -5.484131, 3.230548], [-3.401609, -6.570850, 3.769132], [-4.188633, -6.204598, 4.911224], [-5.686693, -6.245215, 4.568719], [-6.055469, -5.157885, 3.657182], [-7.401015, -5.295543, 3.089942], [-7.669266, -6.522004, 2.192562], [-6.953211, -6.503990, 0.955913], [-5.628185, -7.010232, 1.034070], [-1.967266, -5.883223, 2.484001], [-3.322407, -4.772041, 2.732476], [-2.080003, -4.978445, 4.006442], [-3.895553, -5.227304, 5.319754], [-3.989702, -6.957745, 5.679390], [-6.268980, -6.154375, 5.492052], [-5.897453, -7.221892, 4.123901], [-5.387347, -5.127107, 2.888538], [-7.578452, -4.395653, 2.489348], [-8.133822, -5.278878, 3.904750], [-8.730639, -6.493424, 1.918936], [-7.523226, -7.472616, 2.716858], [-5.526359, -7.807292, 1.777800], [-4.929788, -6.197646, 1.243558], [-5.362405, -7.418745, 0.055234]], "atomic_forces_ev_per_a": [[-0.76, 0.31, 0.48], [-0.10, -0.35, 0.16], [0.60, 0.14, 1.08], [0.28, 0.54, 0.50], [-0.23, -0.14, -1.31], [0.94, 2.64, -1.75], [-0.21, 0.66, 1.51], [-1.33, -0.45, -0.32], [-0.54, 1.00, -0.73], [-1.91, 1.14, -1.23], [0.12, 0.91, -0.90], [5.96, -0.23, 4.27], [-4.00, 1.04, 0.49], [-2.02, -0.98, -4.45], [-3.79, -0.42, 2.04], [3.09, -2.25, 2.76], [1.81, -0.82, -4.22], [-1.47, -1.68, 2.33], [-3.97, 2.42, -2.74], [3.57, 1.37, -2.41], [-1.16, -2.85, -0.15], [-0.45, 4.68, -0.31], [4.97, -0.26, 1.93], [1.67, -0.26, -3.38], [0.06, -5.42, 1.14], [1.10, 2.06, 4.39], [-5.19, 2.47, -0.99], [-1.81, -0.46, 1.16], [0.02, -1.56, -2.00], [0.06, 2.17, -1.21], [0.68, 1.51, 1.78], [1.76, 0.55, -1.97], [0.03, -1.74, -1.69], [-2.19, -0.45, 1.13], [1.32, -2.32, -0.86], [-0.51, -0.71, 2.58], [1.49, -0.35, 1.75], [-0.43, 2.10, -0.01], [-2.20, 0.89, -0.36], [0.61, -2.16, 0.87], [1.05, -0.20, -2.26], [0.85, 1.73, 1.42], [-0.30, -1.88, 1.59], [1.66, -1.29, 1.17], [1.19, 1.95, -0.92], [2.03, -1.72, -0.35], [-1.48, -1.79, 0.78], [0.41, -0.09, -0.03], [-0.60, 0.20, 0.02], [0.60, 0.13, 0.26], [-0.50, -0.57, -0.04], [0.19, 0.04, -0.20], [0.04, -0.41, 0.00], [-0.28, -0.19, 0.45], [-0.56, 1.09, -1.17], [-0.07, -0.10, 0.29], [0.04, 0.20, 0.02], [-0.22, -0.02, 0.00], [-0.07, 0.02, 0.05], [0.18, -0.16, 0.14], [-0.02, 0.02, 0.02], [-0.01, -0.04, 0.03], [0.12, 0.10, -0.21], [0.02, 0.34, 0.01], [0.16, 0.05, -0.04], [0.06, -0.02, -0.09], [-0.05, -0.10, -0.01], [-0.08, -0.11, -0.16], [-0.12, 0.07, 0.03], [0.00, -0.02, -0.27], [-0.06, 0.12, 0.06], [0.05, -0.33, -0.15], [-0.15, 0.41, 0.40], [-0.36, -0.42, -0.26], [0.56, 0.44, -0.21], [-0.06, -0.30, -0.01], [0.36, -0.02, -0.29], [-0.26, 0.46, -0.19], [-0.14, -0.28, 0.55], [-0.05, 0.16, -0.33], [-0.15, -0.01, 0.16], [0.09, 0.21, 0.05], [-0.05, 0.05, -0.06], [-0.07, -0.10, -0.26], [-0.03, 0.03, 0.02], [0.00, 0.03, -0.05], [0.04, -0.22, 0.15], [-0.17, 0.01, 0.30], [-0.07, -0.16, 0.02], [0.06, -0.10, -0.01], [0.11, 0.03, -0.04], [0.22, 0.02, 0.00], [-0.01, 0.15, 0.03], [0.18, -0.17, 0.14], [-0.13, 0.03, 0.06]], "mulliken_charge": [-1.128, 0.361, -0.683, 0.299, 0.202, -1.148, -0.309, 0.120, -0.503, -0.449, -0.171, 0.878, -0.582, -0.611, 0.666, -0.243, -0.288, 0.354, -0.233, -0.272, 0.593, -0.298, -0.270, 0.608, -0.166, -0.287, -0.218, 0.303, 0.244, 0.295, 0.242, -0.253, 0.161, 0.250, -0.419, 0.245, 0.055, 0.278, 0.205, 0.046, 0.166, 0.109, -0.207, 0.336, 0.156, 0.373, 0.219, -0.707, -0.327, -0.807, -0.168, -0.300, -0.825, -0.623, -0.074, -0.934, 0.239, 0.296, 0.336, 0.396, 0.392, 0.381, 0.163, 0.046, 0.307, 0.440, 0.341, 0.420, 0.317, 0.112, 0.556, -0.721, -0.366, -0.764, -0.205, -0.308, -0.669, -0.479, -0.422, -0.492, 0.239, 0.305, 0.382, 0.380, 0.393, 0.390, 0.156, 0.016, 0.373, 0.387, 0.339, 0.348, 0.261, 0.155, 0.299]}



2.
{"formula": "C5H6N", "method": "the ωB97M-V functional and the def2-TZVPD basis", "e_homo_ev": [-15.90, -15.90], "e_lumo_ev": [-6.78, -6.78], "charge": 1, "smiles": "C[C@H]1[C@@H]2C3=C[N@+]312", "gap_ev": [9.12, 9.12], "symbols": ["C", "C", "C", "C", "C", "N", "H", "H", "H", "H", "H", "H"], "coordinates": [[-0.925428, -0.362763, 1.303673], [0.238784, -0.057344, 0.489591], [0.256631, -0.837702, -0.775035], [1.039564, -0.160179, -1.697181], [0.997908, 1.106660, -1.282305], [-0.211744, 0.604736, -0.786486], [-1.842196, -0.393117, 0.618939], [-0.934765, 0.473433, 2.041008], [-0.734893, -1.188675, 1.923242], [1.141686, 0.389267, 0.744819], [-0.317404, -1.686009, -0.950836], [1.291856, 2.111692, -1.629429]], "atomic_forces_ev_per_a": [[-1.03, 2.34, 0.62], [-0.93, -1.34, -1.24], [1.55, -1.08, 0.72], [1.36, 1.07, 0.06], [1.34, 1.16, -3.42], [-2.53, 1.37, -0.23], [1.14, -0.15, 1.48], [-0.88, -0.37, -0.48], [-0.11, -1.56, 0.52], [1.54, 0.17, 1.35], [-1.35, -1.05, -0.34], [-0.11, -0.56, 0.97]], "mulliken_charge": [-1.313, 0.263, 0.060, -0.037, -0.132, -0.218, 0.375, 0.343, 0.375, 0.553, 0.391, 0.339]}